The following is a DFT calculation (ωB97M-V with the def2-TZVPD basis set) of a cluster of 2 separate species, C3H8NO5PS in total at a distorted geometry.

Each line ends with the Mulliken charge.
Geometry (Å):
1 C -0.722 2.147 -0.761  -0.877
2 C 1.112 -1.713 -0.032  -0.335
3 C 0.556 2.005 -1.517  -0.518
4 N 0.563 -0.681 -0.541  -0.345
5 O 2.348 0.277 -2.329  -0.802
6 O -0.931 -4.617 0.329  -0.631
7 O 2.634 0.775 0.171  -0.786
8 O -1.574 -3.978 2.601  -0.616
9 O -3.333 -4.191 0.941  -0.634
10 P 1.720 0.600 -1.004  0.887
11 S -1.917 -3.962 1.185  0.857
12 H -0.760 1.654 0.192  0.312
13 H -1.109 3.248 -0.510  0.252
14 H -1.576 1.679 -1.403  0.209
15 H -1.668 -2.680 0.676  0.022
16 H 2.109 -1.598 0.384  0.207
17 H 0.665 -2.598 0.286  0.249
18 H 1.230 2.858 -1.280  0.251
19 H 0.404 2.005 -2.605  0.299

Summary:
Net charge = -2
E_tot = -1289.69140 Eh
E_HOMO = -2.266 eV
Frontier orbital gap = 8.22 eV
LUMO level = 5.95 eV